Record 1
{"formula": "C4H7FN2O", "method": "ωB97M-V/def2-TZVPD", "homo_ev": -9.0, "smiles": "OC/C=N\\N=C\\CF", "gap_ev": 9.12, "mol_weight_g_mol": 118.1, "fmax_ev_per_a": 8.169, "energy_ha": -441.09795, "relative_energy_kcal_mol": 96.2, "species": ["O", "C", "C", "N", "N", "C", "C", "F", "H", "H", "H", "H", "H", "H", "H"], "positions_angstrom": [[1.7779, 0.8300, 0.8735], [0.7802, 1.8708, 0.9791], [0.0233, 2.1417, -0.4152], [-0.6272, 1.1306, -0.8431], [-0.2311, -0.1395, -0.2285], [-0.9930, -1.0861, -0.7713], [-0.5556, -2.5555, -0.3645], [0.5846, -2.4395, 0.5048], [1.2100, -0.0406, 0.8330], [1.3677, 2.7646, 1.3036], [-0.1299, 1.6062, 1.7694], [-0.0328, 3.1357, -0.8430], [-1.5923, -0.9819, -1.5595], [-1.3313, -3.2022, 0.1131], [-0.2506, -3.0342, -1.3514]], "nbo_charge": [-0.7453, -0.1401, 0.1041, -0.3171, -0.3151, 0.1224, -0.0025, -0.3599, 0.5097, 0.1957, 0.1807, 0.2009, 0.1828, 0.1964, 0.1874]}

Record 2
{"formula": "C3H12NO2", "method": "ωB97M-V/def2-TZVPD", "charge": 1, "homo_ev": -12.6, "gap_ev": 7.56, "mol_weight_g_mol": 94.1, "fmax_ev_per_a": 3.049, "energy_ha": -326.35316, "relative_energy_kcal_mol": 100.4, "species": ["C", "C", "C", "N", "H", "H", "H", "H", "H", "H", "H", "H", "H", "H", "O", "H", "H", "O"], "positions_angstrom": [[-2.3972, 2.8740, 1.1737], [-1.9064, 1.6337, 0.3673], [-0.5644, 1.4771, 0.2695], [0.0364, 0.2328, 0.9279], [-3.4740, 2.8815, 0.9575], [-2.3262, 2.7222, 2.2662], [-1.9010, 3.7991, 0.8760], [-2.6835, 1.3122, -0.3387], [0.2471, 2.0921, -0.1332], [-0.7966, -0.2668, 1.2448], [0.6194, -0.2334, 0.1749], [0.7071, 0.3418, 1.7083], [1.5620, -2.3259, 0.4108], [1.4026, -2.3218, -1.0895], [1.2492, -1.7599, -0.3142], [3.1459, -3.9735, -3.5356], [3.8234, -4.6191, -2.3823], [3.2563, -3.8662, -2.5834]], "nbo_charge": [-0.6437, -0.2272, -0.0123, -0.7477, 0.2324, 0.2420, 0.2450, 0.2730, 0.2266, 0.4420, 0.4828, 0.4487, 0.4946, 0.5224, -0.9796, 0.4771, 0.4782, -0.9545]}

Record 3
{"formula": "C4H31N3O10", "method": "ωB97M-V/def2-TZVPD", "charge": -1, "homo_ev": [0.2, -6.2], "spin_multiplicity": 2, "gap_ev": [2.48, 8.79], "mol_weight_g_mol": 281.3, "fmax_ev_per_a": 3.066, "energy_ha": -1087.57914, "relative_energy_kcal_mol": 0.0, "species": ["C", "N", "C", "N", "C", "C", "O", "N", "H", "H", "H", "H", "H", "H", "H", "H", "H", "H", "H", "H", "H", "H", "H", "O", "H", "H", "O", "H", "H", "O", "H", "H", "O", "H", "H", "O", "H", "H", "O", "H", "H", "O", "H", "H", "O", "H", "H", "O"], "positions_angstrom": [[-1.1843, 2.2499, 0.6507], [-0.5448, 1.4268, 1.7152], [0.8454, 1.0676, 1.4853], [1.2632, -0.2967, 1.5109], [-1.6275, 1.6645, -0.7327], [-2.5074, 2.7517, -1.3662], [-1.7787, 3.9781, -1.4635], [-2.3684, 0.3955, -0.7053], [-1.9194, 2.9068, 1.1057], [-0.4393, 3.0354, 0.3969], [-1.1991, 0.6717, 1.8612], [1.0655, 1.4741, 0.4819], [1.5685, 1.6648, 2.0696], [1.2411, -0.7721, 0.6264], [1.1975, -0.8438, 2.3528], [-0.6779, 1.5481, -1.2610], [-2.6468, 2.6028, -2.4365], [-3.3950, 2.8614, -0.7439], [-1.0470, 3.9981, -2.1063], [-2.2477, -0.0547, 0.2051], [-3.3425, 0.6894, -0.5627], [3.8257, -1.3345, -2.7643], [2.5586, -2.2614, -2.6806], [2.9028, -1.3636, -2.5091], [1.1514, -4.3691, -2.8148], [1.3040, -3.5489, -1.8256], [1.9638, -4.1027, -2.2916], [4.0587, -0.2768, 1.1466], [4.9997, -1.5131, 1.0744], [4.8487, -0.6112, 0.7025], [1.9156, 0.1152, -2.8967], [0.4132, -0.2327, -2.8181], [1.0248, 0.4497, -3.1323], [1.5460, -4.6233, 2.0156], [0.3024, -4.3794, 2.8709], [0.7741, -4.0424, 2.0906], [-2.0096, 1.5083, 3.7267], [-1.8641, 2.3358, 5.1042], [-2.1363, 1.5002, 4.6924], [0.3776, 2.3452, -3.4156], [1.4080, 3.6172, -3.1360], [0.5360, 3.3003, -3.4433], [-2.3890, -0.5188, 3.1809], [-3.3560, -1.6825, 2.9494], [-2.7740, -0.9958, 2.4259], [-0.4300, -3.4363, -0.0826], [-0.8591, -4.8228, -0.4404], [-0.3484, -4.0765, -0.8128]], "nbo_charge": [-0.2463, -0.6841, -0.0556, -0.9044, -0.1108, -0.0621, -0.7751, -0.8310, 0.1874, 0.2031, 0.3618, 0.1671, 0.1572, 0.3820, 0.3879, 0.1842, 0.1836, 0.1725, 0.5026, 0.3703, 0.3350, 0.4788, 0.5059, -0.9939, 0.4652, 0.4827, -0.9692, 0.4843, 0.4618, -0.9724, 0.5117, 0.4767, -1.0059, 0.4319, 0.3619, -1.3234, 0.4869, 0.4752, -0.9794, 0.5216, 0.4837, -1.0054, 0.4592, 0.4477, -1.0598, 0.4843, 0.4496, -1.0846]}

Record 4
{"formula": "C3H8NO", "method": "ωB97M-V/def2-TZVPD", "charge": 1, "homo_ev": -15.3, "smiles": "C[C@@H]([NH3+])C=O", "gap_ev": 11.02, "mol_weight_g_mol": 74.1, "fmax_ev_per_a": 1.073, "energy_ha": -248.82813, "relative_energy_kcal_mol": 4.9, "species": ["C", "C", "N", "C", "O", "H", "H", "H", "H", "H", "H", "H", "H"], "positions_angstrom": [[1.0555, 0.0133, 0.9571], [0.2066, -0.1993, -0.2796], [-1.2043, -0.6627, 0.0676], [0.0113, 1.0329, -1.1692], [-0.8943, 1.0273, -1.9489], [1.9611, -0.5886, 0.9896], [0.5838, -0.1900, 1.9201], [1.4370, 1.0411, 0.9925], [0.5921, -1.0180, -0.8787], [-1.1345, -1.6232, 0.4029], [-1.7819, -0.5930, -0.7791], [-1.5890, -0.0822, 0.8143], [0.7567, 1.8424, -1.0887]], "nbo_charge": [-0.6711, -0.1524, -0.6686, 0.4219, -0.4683, 0.2653, 0.2423, 0.2493, 0.2532, 0.4476, 0.4693, 0.4440, 0.1675]}

Record 5
{"formula": "C36H57AsF3FeN4SbSi3", "method": "ωB97M-V/def2-TZVPD", "charge": 3, "homo_ev": [-16.0, -16.1], "spin_multiplicity": 6, "gap_ev": [8.40, 5.18], "mol_weight_g_mol": 939.7, "fmax_ev_per_a": 2.246, "energy_ha": -6531.98803, "relative_energy_kcal_mol": 9.6, "species": ["Fe", "F", "C", "C", "C", "C", "C", "C", "Sb", "C", "C", "C", "C", "F", "C", "C", "C", "C", "C", "C", "F", "C", "C", "H", "H", "H", "H", "H", "H", "H", "H", "H", "H", "H", "H", "C", "C", "N", "C", "C", "C", "C", "N", "H", "H", "H", "H", "H", "H", "H", "H", "H", "H", "H", "H", "H", "H", "C", "Si", "C", "C", "As", "Si", "C", "C", "C", "Si", "C", "C", "C", "H", "H", "H", "H", "H", "H", "H", "H", "H", "H", "H", "H", "H", "H", "H", "H", "H", "H", "H", "H", "H", "H", "H", "H", "H", "H", "H", "N", "C", "C", "C", "N", "H", "H", "H", "H"], "positions_angstrom": [[0.3360, 0.2201, -0.3665], [-0.5214, 0.8794, 8.3970], [-0.3765, 0.6914, 7.0978], [-0.0096, 1.7687, 6.3025], [0.1530, 1.5644, 4.9451], [-0.0345, 0.2913, 4.4120], [-0.4378, -0.7705, 5.2116], [-0.6020, -0.5720, 6.5709], [0.4922, -0.0891, 2.3760], [2.6084, -0.2502, 2.6179], [3.3418, -0.9261, 1.6434], [4.7107, -1.0815, 1.7718], [5.3327, -0.5374, 2.8861], [6.6459, -0.6660, 3.0000], [4.6263, 0.1267, 3.8755], [3.2558, 0.2731, 3.7346], [0.0019, -2.1635, 2.2312], [0.9496, -3.1533, 2.4785], [0.5889, -4.4909, 2.4136], [-0.7195, -4.8140, 2.0919], [-1.0630, -6.0929, 1.9999], [-1.6844, -3.8462, 1.8568], [-1.3132, -2.5149, 1.9261], [0.1438, 2.7388, 6.7555], [0.4337, 2.3982, 4.3118], [-0.6141, -1.7524, 4.7909], [-0.8963, -1.3794, 7.2276], [2.8307, -1.3691, 0.7973], [5.3058, -1.6185, 1.0444], [5.1495, 0.5037, 4.7443], [2.6906, 0.7746, 4.5097], [1.9665, -2.8902, 2.7403], [1.2999, -5.2796, 2.6233], [-2.7026, -4.1475, 1.6469], [-2.0636, -1.7480, 1.7646], [-2.7474, -3.1383, -3.2198], [-2.3363, -3.5227, -1.7978], [-0.8970, -3.7646, -1.6398], [-0.4205, -5.1459, -1.8429], [-0.0314, -5.4553, -3.2872], [-0.0675, -2.7748, -1.3521], [1.3784, -3.0954, -1.1112], [-0.4477, -1.5084, -1.2534], [-3.7916, -2.8278, -3.2281], [-2.6543, -3.9853, -3.8944], [-2.1306, -2.3253, -3.6067], [-2.8505, -4.4352, -1.5026], [-2.6419, -2.7497, -1.0873], [-1.2216, -5.8123, -1.5290], [0.4250, -5.3361, -1.1865], [-0.8894, -5.4049, -3.9530], [0.3623, -6.4698, -3.3376], [0.7356, -4.7726, -3.6545], [1.4872, -3.7533, -0.2495], [1.9282, -2.1774, -0.9257], [1.8210, -3.5900, -1.9756], [-1.4275, -1.3782, -1.4871], [-1.3831, 5.5528, -0.2453], [-0.6656, 3.9602, 0.4188], [1.1905, 4.0033, 0.7539], [-1.6151, 3.3295, 1.9197], [-0.7771, 2.1037, -1.2212], [-0.0846, 3.0414, -3.4419], [-0.4143, 1.5965, -4.6001], [1.7505, 3.4188, -3.3099], [-1.1296, 4.5743, -3.7071], [-3.1787, 1.5163, -1.3438], [-3.3031, 0.4127, 0.1923], [-3.4359, 0.5198, -2.9163], [-4.1743, 3.1010, -1.2716], [-1.3429, 6.3042, 0.5481], [-2.4281, 5.4474, -0.5380], [-0.8240, 5.9465, -1.0934], [1.4269, 4.7505, 1.5153], [1.7513, 4.2706, -0.1433], [1.5451, 3.0322, 1.1132], [-1.3661, 3.9428, 2.7900], [-1.3825, 2.2925, 2.1648], [-2.6939, 3.4117, 1.7761], [-0.1858, 0.6404, -4.1250], [0.2194, 1.6862, -5.4860], [-1.4487, 1.5759, -4.9445], [2.3526, 2.5242, -3.4673], [2.0264, 3.8583, -2.3508], [2.0246, 4.1352, -4.0888], [-2.1257, 4.5086, -3.2703], [-1.2533, 4.7425, -4.7801], [-0.6296, 5.4536, -3.3001], [-2.4087, -0.2071, 0.3017], [-4.1684, -0.2521, 0.1332], [-3.4166, 1.0060, 1.1017], [-2.5430, -0.0307, -3.2169], [-3.7260, 1.1631, -3.7489], [-4.2471, -0.1988, -2.7761], [-4.2334, 3.5069, -0.2608], [-5.1959, 2.9050, -1.6065], [-3.7619, 3.8668, -1.9292], [3.4528, 1.2838, -0.8417], [4.4371, 1.0353, -1.7168], [3.9097, 0.2400, -2.7151], [2.5768, 0.0598, -2.3538], [2.3049, 0.6974, -1.2071], [3.5235, 1.8223, 0.0074], [5.4299, 1.4323, -1.5776], [4.4133, -0.1477, -3.5835], [1.8005, -0.4893, -2.8660]], "mulliken_spin": [3.9957, 0.0006, 0.0034, 0.0042, 0.0013, 0.0395, -0.0028, 0.0013, 0.1668, 0.0334, 0.0472, 0.0028, 0.0090, 0.0014, 0.0005, 0.0052, 0.0429, 0.0026, 0.0031, 0.0040, 0.0005, 0.0056, -0.0105, 0.0003, 0.0058, 0.0030, 0.0006, -0.0138, 0.0010, 0.0002, 0.0010, 0.0024, 0.0004, -0.0001, 0.0034, 0.0021, 0.0018, 0.0271, -0.0029, 0.0029, 0.0133, 0.0246, -0.0071, -0.0001, 0.0001, -0.0012, 0.0000, -0.0003, -0.0003, 0.0015, -0.0005, 0.0000, 0.0006, 0.0033, -0.0046, -0.0003, 0.0257, 0.0140, 0.0126, 0.0106, 0.0121, 0.3017, 0.0269, 0.0046, 0.0041, 0.0201, 0.0064, -0.0048, 0.0012, 0.0183, 0.0034, -0.0018, -0.0006, 0.0010, 0.0024, 0.0031, 0.0017, 0.0025, 0.0015, 0.0000, 0.0013, 0.0000, -0.0005, -0.0003, 0.0007, -0.0039, 0.0040, -0.0018, 0.0158, 0.0007, 0.0013, 0.0018, 0.0003, 0.0014, -0.0015, 0.0040, -0.0025, 0.0049, 0.0167, 0.0017, 0.0329, 0.0399, -0.0006, 0.0010, 0.0000, -0.0056]}

Record 6
{"formula": "C12H29AlFO6S", "method": "ωB97M-V/def2-TZVPD", "charge": -1, "homo_ev": -4.3, "gap_ev": 6.76, "mol_weight_g_mol": 347.4, "fmax_ev_per_a": 1.173, "energy_ha": -1666.64947, "species": ["C", "C", "S", "C", "Al", "O", "C", "C", "C", "C", "C", "F", "O", "H", "H", "H", "H", "H", "H", "H", "H", "H", "H", "H", "H", "H", "H", "H", "H", "H", "C", "C", "O", "O", "H", "H", "H", "H", "H", "H", "C", "C", "O", "O", "H", "H", "H", "H", "H", "H"], "positions_angstrom": [[5.2965, -0.2610, -1.4919], [5.6210, 1.0611, -0.7742], [4.2074, 1.8946, -0.0364], [3.0181, 1.9770, -1.4210], [1.5898, 0.5611, -1.3096], [0.7969, 0.3292, -2.9098], [-0.5407, 0.7290, -2.8087], [-0.9905, 0.5848, -1.3392], [-1.3248, -0.9219, -1.0677], [-0.8420, -1.4565, 0.2887], [-0.3020, -2.8496, 0.1019], [0.1074, -3.4177, 1.3201], [0.0200, 1.1042, -0.5549], [5.4063, -0.1427, -2.5690], [4.2881, -0.5992, -1.2809], [6.0026, -1.0340, -1.1907], [6.2994, 0.8717, 0.0557], [6.1441, 1.7256, -1.4624], [2.5910, 2.9769, -1.3587], [3.5337, 1.8931, -2.3775], [2.0502, -0.7869, -0.5668], [-1.1696, 0.1269, -3.4770], [-0.6665, 1.7849, -3.0847], [-1.9518, 1.1104, -1.2633], [-2.4052, -1.0441, -1.1135], [-0.8748, -1.5119, -1.8690], [-1.6894, -1.5186, 0.9753], [-0.0947, -0.8021, 0.7272], [-1.0785, -3.5009, -0.3044], [0.5415, -2.8570, -0.5849], [-4.0791, 3.3543, -1.1914], [-4.0473, 4.8655, -1.1827], [-4.9727, 5.3970, -2.1389], [-3.7686, 2.8440, -2.4729], [-3.3409, 2.9534, -0.4963], [-5.0761, 3.0050, -0.8819], [-3.0642, 5.2175, -1.4901], [-4.2668, 5.2533, -0.1830], [-5.8607, 5.2207, -1.8164], [-4.1969, 3.4162, -3.1183], [-0.0610, -2.9447, 5.1092], [0.4547, -4.3453, 4.8596], [-0.3255, -4.9887, 3.8563], [-1.4288, -2.9810, 5.4931], [0.4963, -2.4696, 5.9175], [0.0534, -2.3395, 4.2019], [0.3410, -4.9473, 5.7618], [1.5121, -4.3257, 4.5765], [-0.1142, -4.5656, 3.0160], [-1.8383, -3.6458, 4.9273]], "nbo_charge": [-0.6325, -0.5340, 0.1556, -1.1407, 1.6985, -0.9683, -0.0640, 0.0873, -0.4325, -0.4506, 0.0684, -0.4128, -0.9440, 0.1971, 0.2439, 0.1956, 0.2072, 0.1891, 0.2282, 0.2193, -0.4809, 0.1388, 0.1422, 0.1389, 0.1936, 0.2009, 0.1868, 0.2507, 0.1420, 0.1820, -0.0908, -0.0960, -0.7319, -0.7097, 0.2032, 0.1397, 0.1921, 0.1623, 0.4606, 0.4696, -0.0922, -0.0920, -0.7445, -0.7277, 0.1732, 0.1726, 0.1714, 0.1676, 0.4927, 0.4741]}

Record 7
{"formula": "C5H11O2", "method": "ωB97M-V/def2-TZVPD", "charge": -1, "homo_ev": -4.0, "gap_ev": 7.88, "mol_weight_g_mol": 103.1, "fmax_ev_per_a": 1.989, "energy_ha": -347.63294, "relative_energy_kcal_mol": 10.5, "species": ["C", "C", "O", "O", "H", "H", "H", "C", "C", "C", "H", "H", "H", "H", "H", "H", "H", "H"], "positions_angstrom": [[-0.1188, -2.4868, -0.1762], [1.3887, -2.1847, -0.0097], [1.9813, -2.9006, 0.8182], [1.8363, -1.2383, -0.7047], [-0.6240, -2.0665, -1.0522], [-0.7015, -2.1641, 0.6922], [-0.2517, -3.5708, -0.2783], [0.0036, 1.2361, -0.3825], [-1.4972, 1.0949, -0.1805], [0.5740, 2.1946, 0.6690], [0.3149, 1.5722, -1.3816], [0.5429, 0.2962, -0.5143], [-2.0200, 0.8348, -1.0768], [-1.7058, 0.2882, 0.5120], [1.6694, 2.1262, 0.6529], [-2.0005, 1.9750, 0.2303], [0.4078, 1.7943, 1.6761], [0.2006, 3.1994, 0.5061]], "nbo_charge": [-0.7407, 0.7628, -0.7773, -0.7987, 0.1847, 0.1955, 0.1969, -0.4568, -0.6070, -0.6113, 0.1817, 0.2976, 0.1971, 0.2029, 0.2134, 0.1795, 0.1961, 0.1837]}

Record 8
{"formula": "C10H21N3", "method": "ωB97M-V/def2-TZVPD", "homo_ev": -9.1, "smiles": "CN1/C(=N\\C(C)(C)C)N1C(C)(C)C", "gap_ev": 9.97, "mol_weight_g_mol": 183.3, "fmax_ev_per_a": 4.335, "energy_ha": -557.79804, "relative_energy_kcal_mol": 9.5, "species": ["C", "N", "C", "N", "C", "C", "C", "C", "N", "C", "C", "C", "C", "H", "H", "H", "H", "H", "H", "H", "H", "H", "H", "H", "H", "H", "H", "H", "H", "H", "H", "H", "H", "H"], "positions_angstrom": [[-1.9750, 0.9191, 1.6604], [-1.2692, -0.0517, 0.8169], [0.0110, 0.2380, 0.4591], [0.8111, 0.9209, -0.3082], [0.3070, 1.9191, -1.2794], [-0.0152, 3.2381, -0.5540], [1.5108, 2.1847, -2.2135], [-0.8855, 1.4292, -2.1197], [-0.1270, -0.7371, 1.3985], [0.3229, -2.1174, 1.0465], [-0.2567, -3.1528, 2.0555], [-0.1227, -2.6277, -0.3330], [1.8468, -2.1810, 1.1036], [-2.4834, 1.7248, 1.1023], [-2.7373, 0.4383, 2.2196], [-1.2584, 1.4102, 2.3327], [-0.6988, 3.0727, 0.2831], [0.8728, 3.6817, -0.1708], [-0.4386, 3.9274, -1.2699], [2.3441, 2.5393, -1.6211], [1.3028, 2.9599, -2.9554], [1.8062, 1.2856, -2.7315], [-0.7352, 0.4166, -2.5055], [-1.0121, 2.0579, -3.0232], [-1.8097, 1.4925, -1.5013], [-0.0840, -2.8226, 3.0750], [-1.3552, -3.2398, 1.8946], [0.1983, -4.1208, 1.9405], [0.1979, -3.6446, -0.5275], [-1.2018, -2.6217, -0.4220], [0.2938, -1.9983, -1.1072], [2.1794, -3.1402, 0.6993], [2.2042, -2.0061, 2.1297], [2.2568, -1.3943, 0.4260]], "nbo_charge": [-0.4232, -0.3195, 0.5828, -0.5074, 0.1020, -0.6072, -0.5971, -0.6247, -0.3036, 0.1172, -0.6090, -0.6386, -0.6178, 0.2137, 0.2083, 0.1916, 0.2004, 0.2142, 0.2081, 0.2127, 0.1987, 0.2111, 0.2181, 0.2124, 0.2079, 0.2132, 0.2076, 0.2119, 0.2172, 0.2185, 0.2143, 0.2166, 0.2180, 0.2317]}

- Number 1 is which compound?
  C4H7FN2O